1.
C3H7NO | ωB97M-V/def2-TZVPD

```
12
C3H7NO, DFT ωB97M-V/def2-TZVPD
H -1.59089 1.62275 0.47704
O -0.82225 -1.51289 0.48052
C 1.85994 -0.56968 0.01105
N -0.55812 -0.29916 0.19949
H -2.07869 0.76734 -1.07310
H -2.73943 0.03948 0.57216
H 1.60702 -1.65006 0.26086
C -1.85386 0.54866 0.04536
H 0.63753 1.44327 -0.75272
H 2.55701 -0.10937 0.80760
C 0.61784 0.17291 -0.09657
H 2.36388 -0.45324 -0.93168
```

Properties
- HOMO level (alpha / beta): -8.41 / -8.41 eV
- Energy above the lowest of the compared OMol25 structures with the same formula, charge and spin: 109.4 kcal/mol
- Maximum force: 5.2 eV/A
- E_tot: -6758.0045 eV
- Orbital gap (alpha / beta): 0.3392 / 0.3392 hartree

2.
C60H180N30O10P10 | ωB97M-V/def2-TZVPD

```
290
C60H180N30O10P10, DFT ωB97M-V/def2-TZVPD
C -21.33529 -14.20518 -2.15008
H -30.74321 -4.89643 -1.49571
H -26.54160 -14.96527 13.57053
P -30.70575 -16.47824 5.85390
H -32.00687 -6.91607 -2.28085
C -30.37796 -15.02373 3.66632
H -31.35733 -14.54713 3.75428
C -26.05960 -18.61440 3.31253
H -26.25956 -16.74202 5.83635
C -20.41822 -18.66225 3.39296
C -31.34535 -19.09089 5.30136
H -20.66828 -10.17539 -0.12880
H -20.75138 -11.23919 2.33045
H -31.94780 -10.50384 4.50886
H -26.52896 -19.49758 -3.67353
H -25.42772 -14.98685 4.09422
O -26.31589 -20.63352 5.56359
H -24.27656 -19.54060 -0.76651
C -32.99584 -9.11130 -0.30349
H -17.69416 -17.22839 3.07267
H -31.74628 -11.12023 8.76339
H -17.37697 -15.55746 5.34238
C -30.22115 -8.24327 8.83156
H -30.55160 -16.84573 -0.92854
C -27.32081 -16.53213 10.80991
C -21.66641 -10.35638 -0.12587
H -26.34489 -15.05580 1.43174
N -18.76791 -15.60377 3.81599
H -31.79624 -18.72538 4.38208
H -18.21905 -12.94101 -1.48141
H -27.70409 -14.42117 8.63518
N -30.28091 -9.54595 5.16174
H -33.86248 -15.28471 4.83790
H -22.29493 -9.53857 0.18718
N -32.05527 -16.14949 0.40776
H -25.67963 -16.44010 13.15505
H -22.56499 -21.50542 6.38942
H -29.07514 -8.44475 3.79410
C -28.14517 -13.57466 9.18912
H -23.21352 -18.21402 7.15920
H -32.15982 -19.64392 5.85600
H -29.18837 -8.47778 8.70160
N -26.61999 -13.61749 2.98660
H -27.58871 -14.50462 -2.76515
N -28.19070 -18.70307 -1.66727
H -27.82621 -14.08303 1.34635
H -30.36321 -7.21133 8.67504
C -18.98861 -13.93511 0.83355
O -29.79118 -15.79897 6.80091
N -26.48149 -10.97272 2.24130
H -20.52161 -14.10730 3.62398
N -23.82745 -19.94070 6.08190
H -27.11272 -19.96754 -0.51420
H -32.76199 -9.73064 0.52162
H -22.20740 -19.63251 7.39045
H -31.41933 -8.25165 -3.22435
P -33.20307 -14.99005 0.63480
P -19.94920 -16.34972 4.74135
H -32.74427 -12.25651 7.79789
P -27.28396 -12.10266 3.12374
H -21.84203 -10.54375 -1.20255
H -30.56830 -13.42970 6.09590
O -28.82281 -10.13622 7.21418
H -28.89868 -17.11712 2.80503
H -26.50306 -13.06979 6.34319
C -22.79147 -19.08633 6.59175
C -24.43773 -15.67238 9.90503
H -28.19603 -11.19525 10.13044
H -23.85705 -14.13196 -1.30877
H -22.43669 -14.92863 6.68637
P -30.22148 -10.05242 6.77339
C -31.16742 -4.76015 -0.44661
C -21.84547 -11.25797 2.09643
H -26.78602 -17.42143 11.08176
C -25.62974 -19.61421 -3.15910
H -27.72301 -15.41492 2.57471
P -30.95105 -7.38003 0.12204
C -31.35135 -9.69923 4.22332
H -29.97142 -15.12306 2.63737
H -33.67611 -16.58478 -1.45908
H -30.92935 -9.88570 3.21981
H -34.45723 -13.00779 -2.01330
H -19.38276 -14.05951 1.86691
H -33.80526 -15.48179 -2.83015
H -30.30768 -12.07361 4.91386
H -31.78372 -18.24359 0.62113
C -27.35838 -12.67160 5.83016
H -27.43790 -16.38385 13.44768
C -21.34507 -14.97091 6.62756
N -30.87955 -5.76563 0.51178
O -34.29223 -15.39092 1.55496
H -18.54815 -14.23449 5.10054
H -30.60590 -8.54260 9.86588
H -31.94028 -12.71887 5.23436
H -27.15855 -16.32009 9.70383
C -21.59597 -16.66288 2.56637
H -24.92224 -11.66177 0.91884
C -17.82477 -14.88525 4.66420
N -20.76329 -17.23578 3.63003
H -31.98721 -8.84224 4.20766
H -17.13049 -14.27343 4.03792
H -24.78941 -19.68215 -3.82604
C -24.41263 -18.58056 -1.28644
H -21.02571 -16.58632 1.63316
C -29.23234 -18.85781 -2.67241
H -26.96682 -19.36828 8.36102
H -25.32058 -20.04005 8.23573
C -30.82521 -15.91905 -0.37405
H -26.69462 -16.62534 7.59901
C -25.09026 -11.13314 1.89881
H -31.16316 -17.24822 1.97105
H -31.07206 -12.69055 8.27348
H -25.00292 -13.22769 4.39912
H -22.13668 -18.58010 5.83831
H -23.73427 -17.18394 5.12691
H -30.70235 -3.82818 -0.12630
H -26.58220 -9.29184 0.98318
N -31.18032 -11.41206 6.72900
H -30.25122 -18.90636 -2.29482
H -29.60816 -14.38926 4.19036
H -33.07365 -11.69861 2.02577
H -25.60901 -18.53639 9.14378
C -30.20624 -18.60282 7.46202
H -27.55462 -16.87186 -4.94424
H -25.63425 -12.70378 8.66343
H -34.16278 -12.67996 -0.28815
C -27.13144 -10.29639 1.17183
H -30.89553 -19.12389 8.09710
C -28.09981 -15.48645 -2.52020
H -28.74426 -12.02802 11.54004
C -34.46799 -13.43468 -1.00330
N -26.82754 -11.83517 4.73166
P -26.84906 -17.70080 -1.65409
P -26.19283 -13.96934 11.09150
H -28.59886 -20.62928 -0.97217
H -18.32781 -11.43113 -0.61422
C -31.72701 -11.88846 7.92947
N -32.48002 -13.55583 1.21580
H -23.34536 -18.22139 3.79192
H -24.59218 -17.76904 -0.47269
C -26.59891 -17.31223 6.70702
H -28.62235 -19.43962 0.32409
H -30.56936 -12.61107 1.10006
C -24.85101 -13.48180 8.84295
N -32.16088 -15.80693 5.97404
H -27.88072 -12.08161 6.49800
C -32.94105 -12.75488 2.31722
H -20.98567 -15.75446 7.33590
H -24.45964 -16.78328 3.57432
C -33.50277 -7.31267 1.10995
H -28.27888 -12.66895 8.54813
N -32.61492 -7.68238 -0.04798
P -21.35009 -12.94996 0.21405
N -21.98599 -11.50814 0.64093
H -29.06318 -19.90254 -3.14998
H -34.47658 -7.66829 0.85947
H -32.88728 -17.47386 1.80273
H -34.02809 -9.07760 -0.66169
H -33.64774 -6.24089 1.32674
N -20.81577 -15.07452 5.31201
H -30.59397 -6.05577 2.57348
H -19.11268 -14.90090 0.28780
C -24.17062 -17.60838 4.27646
H -26.62086 -15.48202 -4.45603
H -24.89904 -16.61482 9.51029
H -29.18841 -13.89578 9.50120
H -21.92722 -15.65985 2.81795
H -22.39693 -17.35969 2.40603
H -26.89948 -19.28484 3.51419
C -34.08580 -15.69950 -1.78049
H -29.77882 -7.47304 5.07825
O -21.77391 -13.95036 1.18040
C -18.94030 -12.26736 -0.94164
H -28.40224 -16.71091 10.79427
H -28.72583 -8.87171 -0.57964
H -32.50945 -7.39560 7.73473
H -27.00107 -10.81194 0.17259
H -22.32208 -13.95622 4.21649
H -24.25330 -21.92320 5.65436
H -32.14026 -12.64137 3.01825
H -23.50074 -15.43606 9.34455
N -27.23550 -16.51935 -2.83881
C -30.28664 -5.38576 1.75889
H -30.68393 -4.38153 2.07319
O -30.11164 -8.11331 1.10028
C -25.88499 -19.14931 8.28753
O -26.66710 -17.08134 -0.31022
C -27.84701 -11.91428 10.91013
H -28.36187 -15.48748 -1.47604
O -19.45570 -17.19285 5.87905
H -31.97201 -11.86907 0.04355
H -33.80861 -16.97234 5.35203
H -19.83344 -19.07940 4.22069
H -21.63455 -14.07409 -3.16628
H -33.12826 -7.77473 2.08195
C -31.05068 -7.39466 -2.59620
C -30.95391 -12.48467 5.71987
N -30.40950 -16.39161 4.19994
H -30.45463 -6.72674 -3.20088
H -28.05057 -13.44810 5.61130
H -24.49466 -14.20178 2.89751
H -33.02164 -8.93327 8.43139
C -29.07448 -17.01244 3.86854
C -29.35188 -8.46431 4.83753
N -27.38208 -13.12612 10.35312
C -32.67064 -15.36417 7.24617
H -26.39900 -17.72054 2.94329
C -23.36273 -21.21414 5.65500
H -26.26606 -10.50858 6.11005
H -24.72778 -13.87350 7.78847
H -27.06349 -11.39352 11.51751
H -28.20345 -10.08525 1.31053
C -29.06997 -8.41481 -1.54447
H -35.52927 -13.72964 -0.84025
C -18.17969 -16.36416 2.75685
O -28.71884 -12.04111 2.80161
H -19.65197 -11.89537 -1.63825
O -25.59306 -13.22666 12.21985
H -24.18795 -15.81813 10.94560
H -25.90008 -17.06448 -4.43066
H -28.40515 -8.46748 5.36369
N -25.37679 -18.38834 4.54038
N -30.76237 -18.08606 6.17110
N -19.64123 -12.91630 0.10806
H -17.41911 -15.67547 2.27690
H -21.56001 -15.22486 -1.79193
H -29.20665 -5.25905 1.74224
C -31.51777 -12.82694 0.41966
C -33.20009 -16.13653 4.97182
H -29.09481 -18.02749 4.27004
H -22.97425 -21.26367 4.57411
H -29.71616 -17.83261 8.05452
C -26.80900 -16.50612 -4.21231
H -24.86444 -11.21557 5.26757
N -30.35319 -7.78370 -1.40942
C -27.12892 -14.61002 2.05833
H -30.05554 -15.75807 0.33889
H -30.68537 -19.81998 4.92245
H -20.88775 -13.01503 4.90084
H -19.79271 -18.89422 2.53715
H -23.56200 -12.88045 -2.47268
P -25.38660 -19.46661 5.80457
H -31.84084 -14.97487 7.80322
H -31.09987 -13.39693 -0.41574
H -20.25987 -14.10237 -2.33117
N -25.34812 -14.47736 9.79877
C -25.92053 -10.82938 5.16372
H -28.27332 -16.44845 4.33162
C -31.96676 -17.33931 1.22112
H -25.47778 -20.57912 -2.66974
H -32.82353 -16.37611 3.97384
N -33.54792 -14.55341 -0.99602
C -25.31529 -14.00149 3.63387
H -21.27889 -19.27893 3.21544
H -32.54936 -9.54737 -1.14736
H -33.88080 -13.13338 2.82136
H -25.41547 -19.10017 2.53583
H -24.56316 -11.60648 2.70016
H -24.65307 -10.17466 1.75095
H -22.42530 -10.32407 2.37237
H -21.06690 -13.97858 7.00809
H -23.94135 -13.01247 9.26335
C -23.36033 -13.13886 -1.42507
C -28.11373 -19.72975 -0.58298
H -33.42801 -14.56658 7.11688
H -23.44900 -18.45154 -1.80948
H -29.05409 -9.13437 -2.36553
N -25.50961 -18.59168 -2.17792
H -18.79686 -16.63437 1.94400
H -33.20062 -16.09217 7.86613
N -21.89195 -13.12747 -1.28776
N -30.97776 -8.93621 7.75031
H -29.43773 -19.40071 7.25168
H -22.32878 -12.07592 2.66282
H -17.94144 -13.76266 0.83789
H -32.72473 -8.86748 6.67474
H -35.17696 -15.74050 -1.73795
N -25.64307 -18.39283 7.06273
H -25.87673 -10.01829 4.48079
H -27.65657 -17.68068 6.56787
H -29.18578 -18.11020 -3.43221
C -21.21585 -13.97847 4.45866
C -26.60545 -15.83909 13.00643
H -32.22424 -4.45299 -0.48769
H -31.00316 -15.10928 -1.00678
N -26.90148 -15.39337 11.67641
H -28.29175 -7.71553 -1.94981
H -23.81733 -12.43685 -0.76770
H -29.01821 -15.47899 -3.15896
C -32.35533 -8.53608 7.66273
```

Properties
- HOMO level: -7.90 eV
- Energy above the lowest of the compared OMol25 structures with the same formula, charge and spin: 54.9 kcal/mol
- Maximum force: 3.7 eV/A
- E_tot: -223217.3738 eV
- Orbital gap: 0.2995 hartree

3.
C18H17GaN4O5 | ωB97M-V/def2-TZVPD

```
45
C18H17GaN4O5, DFT ωB97M-V/def2-TZVPD
C -2.02357 4.38959 -1.25269
O 3.78813 0.98225 -0.13262
C -1.43125 2.22219 -0.46830
H -3.38196 2.71201 -1.18772
O -1.12453 -0.00681 -1.38757
C 0.07840 -1.50703 2.03760
H -3.24576 -3.38091 2.21654
N -0.96203 0.39635 0.98853
O 1.23147 2.25192 3.29946
H -2.75444 5.08056 -1.65154
O -2.12432 -5.62857 3.25427
C -2.26980 -1.60728 1.61057
N 2.53401 0.60397 -0.51364
H -3.19532 -1.16338 1.26679
C 3.59373 -0.12856 -2.58533
C -2.38110 3.07144 -0.99077
H 0.96136 -3.23429 2.97826
C 2.43558 0.09762 -1.69587
C -1.07487 -0.90422 1.52833
C -1.01826 -4.89170 3.17727
H 1.02007 -0.94100 1.97285
H -2.93239 -5.17504 3.00260
H 3.36045 0.16547 -3.60877
H 1.20519 4.18321 -0.26745
Ga 0.77637 1.00688 0.47287
C -0.72523 4.81300 -1.00095
N 0.19552 0.15267 -1.30660
H -2.72064 0.48758 -0.19113
O 0.04395 -5.32931 3.51063
C -1.66578 0.74523 -0.18892
H 3.82231 -1.19963 -2.60939
C 1.57597 1.94876 2.28768
H 0.84980 -0.37773 -4.25518
H 4.47698 0.39711 -2.23765
H -0.41904 5.82999 -1.19948
C 0.18056 3.90930 -0.48404
H 1.46974 -1.85141 -3.51460
N -0.17450 2.64415 -0.22120
H -0.24787 -1.41968 -3.35388
H 3.79939 1.08442 0.82529
C 1.05329 -0.27433 -2.13877
C -1.12902 -3.47856 2.64262
C -2.28582 -2.88153 2.16393
C 0.06821 -2.76510 2.58916
C 0.76701 -1.02960 -3.38118
```

Properties
- HOMO level: -14.38 eV
- Energy above the lowest of the compared OMol25 structures with the same formula, charge and spin: 0.0 kcal/mol
- Maximum force: 1.3 eV/A
- Total charge: +2
- E_tot: -87498.2036 eV
- Orbital gap: 0.2381 hartree

4.
C13H7Cl4O4 | ωB97M-V/def2-TZVPD

```
28
C13H7Cl4O4, DFT ωB97M-V/def2-TZVPD
C -0.19887 -5.10941 -0.28819
Cl -1.71043 5.75225 -0.18387
C 0.36102 -0.62145 -1.91857
C 0.49013 1.95824 1.36347
C -1.67074 3.24094 0.75960
C 0.14738 -2.88222 -1.09088
Cl 1.39764 5.73371 0.03555
C -0.92607 4.34970 0.38693
C -1.07616 1.97909 1.16215
H 0.34847 -3.11127 1.07874
H 0.75954 -5.18486 0.24300
H -0.44589 -6.05881 -0.75772
C 1.18718 3.26293 0.99789
Cl -3.36756 3.24892 0.71628
O 0.98298 1.20500 2.20567
C 0.19583 -1.95327 -2.16785
C 0.48109 -1.07011 0.47272
H -0.98963 -4.81141 0.41431
H 0.07237 -2.33234 -3.18182
O 0.59285 1.16515 -0.37616
H 0.37572 0.10512 -2.72434
O -0.10309 -4.17973 -1.39546
Cl 2.84594 3.27167 1.29520
C 0.34203 -2.41785 0.23370
C 0.51735 4.34029 0.49205
C 0.50089 -0.10258 -0.57907
O -1.70430 0.94555 1.31669
H 0.59432 -0.72325 1.49001
```

Properties
- HOMO level: -3.42 eV
- Energy above the lowest of the compared OMol25 structures with the same formula, charge and spin: 13.3 kcal/mol
- Maximum force: 2.6 eV/A
- Total charge: -1
- E_tot: -71873.8060 eV
- Orbital gap: 0.1942 hartree